{
  "formula": "C60H47CdFGeNO2P3S",
  "method": "wB97M-V/def2-TZVPD",
  "species": ["Cd", "F", "Ge", "C", "C", "C", "C", "C", "C", "P", "C", "C", "C", "C", "C", "C", "C", "C", "C", "C", "C", "C", "C", "C", "C", "C", "C", "C", "P", "C", "C", "C", "C", "C", "C", "C", "C", "C", "C", "C", "C", "C", "C", "C", "C", "C", "C", "P", "C", "C", "C", "C", "C", "C", "C", "C", "C", "C", "C", "C", "H", "H", "H", "H", "H", "H", "H", "H", "H", "H", "H", "H", "H", "H", "H", "H", "H", "H", "H", "H", "H", "H", "H", "H", "H", "H", "H", "H", "H", "H", "H", "H", "H", "H", "H", "H", "H", "H", "H", "H", "H", "H", "S", "C", "C", "C", "C", "C", "C", "H", "H", "H", "H", "H", "O", "N", "O"],
  "positions_angstrom": [[-0.087, 0.090, -0.255], [1.450, 1.445, 4.899], [1.200, 0.859, 3.210], [1.195, -1.046, 3.716], [1.440, -1.462, 5.100], [1.517, -2.752, 5.452], [1.555, -3.806, 4.466], [1.539, -3.542, 3.155], [1.304, -2.201, 2.622], [1.613, -1.949, 0.832], [3.319, -2.517, 0.565], [4.239, -2.629, 1.603], [5.563, -2.948, 1.334], [5.979, -3.164, 0.030], [5.070, -3.036, -1.014], [3.754, -2.697, -0.750], [0.557, -3.328, 0.215], [-0.824, -3.200, 0.385], [-1.684, -4.176, -0.088], [-1.185, -5.293, -0.741], [0.184, -5.436, -0.898], [1.051, -4.463, -0.420], [0.065, 2.402, 2.675], [0.681, 3.569, 3.138], [0.163, 4.831, 2.886], [-0.998, 4.956, 2.148], [-1.633, 3.816, 1.683], [-1.125, 2.543, 1.935], [-2.015, 1.122, 1.196], [-2.949, 0.360, 2.542], [-2.894, 0.821, 3.849], [-3.595, 0.154, 4.843], [-4.353, -0.964, 4.536], [-4.417, -1.420, 3.227], [-3.714, -0.762, 2.235], [-3.305, 1.853, 0.137], [-4.608, 2.088, 0.568], [-5.553, 2.595, -0.313], [-5.208, 2.868, -1.629], [-3.914, 2.626, -2.070], [-2.973, 2.113, -1.193], [2.990, 1.316, 2.500], [4.018, 1.234, 3.442], [5.299, 1.676, 3.151], [5.577, 2.223, 1.908], [4.576, 2.296, 0.954], [3.288, 1.840, 1.239], [2.029, 1.845, -0.072], [3.030, 1.429, -1.550], [2.908, 2.120, -2.751], [3.642, 1.727, -3.861], [4.500, 0.640, -3.784], [4.619, -0.058, -2.591], [3.888, 0.332, -1.482], [1.545, 3.581, -0.345], [2.226, 4.665, 0.196], [1.803, 5.959, -0.072], [0.694, 6.180, -0.876], [0.002, 5.102, -1.410], [0.422, 3.810, -1.139], [1.538, -0.675, 5.831], [1.643, -3.016, 6.494], [1.697, -4.825, 4.803], [1.707, -4.333, 2.434], [3.931, -2.461, 2.628], [6.269, -3.030, 2.151], [7.008, -3.424, -0.176], [5.390, -3.186, -2.037], [3.061, -2.557, -1.572], [-1.229, -2.357, 0.935], [-2.750, -4.062, 0.062], [-1.859, -6.051, -1.118], [0.587, -6.311, -1.392], [2.116, -4.605, -0.544], [1.594, 3.494, 3.714], [0.675, 5.709, 3.258], [-1.411, 5.931, 1.926], [-2.539, 3.924, 1.101], [-2.299, 1.689, 4.105], [-3.538, 0.510, 5.864], [-4.886, -1.488, 5.318], [-4.994, -2.302, 2.984], [-3.747, -1.134, 1.216], [-4.885, 1.878, 1.594], [-6.563, 2.772, 0.031], [-5.951, 3.251, -2.315], [-3.644, 2.808, -3.103], [-1.980, 1.880, -1.560], [3.802, 0.838, 4.427], [6.078, 1.604, 3.899], [6.572, 2.580, 1.676], [4.803, 2.689, -0.029], [2.239, 2.965, -2.833], [3.536, 2.272, -4.790], [5.072, 0.337, -4.651], [5.280, -0.912, -2.518], [3.991, -0.224, -0.556], [3.082, 4.505, 0.839], [2.339, 6.796, 0.355], [0.367, 7.191, -1.083], [-0.869, 5.264, -2.032], [-0.111, 2.970, -1.571], [0.106, -0.021, -2.672], [-1.472, -0.641, -3.195], [-2.429, -1.171, -2.331], [-3.648, -1.626, -2.807], [-3.937, -1.569, -4.162], [-2.990, -1.050, -5.033], [-1.772, -0.591, -4.557], [-2.223, -1.235, -1.265], [-4.374, -2.029, -2.112], [-4.887, -1.926, -4.535], [-3.199, -0.999, -6.093], [-1.040, -0.183, -5.243], [-0.955, -2.189, 3.587], [0.000, -1.558, 3.037], [-0.308, -0.545, 2.108]],
  "forces_ev_per_a": [[0.32, 0.02, 0.48], [0.01, -0.02, -0.13], [-0.10, -0.05, -0.13], [0.16, -0.04, 0.36], [-0.07, -0.05, -0.13], [0.00, 0.04, 0.07], [0.02, -0.03, -0.02], [0.02, 0.00, 0.00], [0.02, 0.13, -0.08], [-0.09, -0.12, -0.16], [-0.01, 0.01, 0.06], [-0.01, 0.03, 0.04], [0.03, 0.00, -0.01], [-0.03, 0.01, -0.01], [0.02, -0.08, 0.07], [-0.03, -0.16, 0.00], [0.09, -0.01, -0.03], [0.02, 0.04, 0.04], [-0.02, -0.02, 0.00], [0.02, 0.01, 0.00], [-0.02, -0.02, -0.01], [0.03, -0.01, -0.02], [0.02, 0.09, 0.08], [-0.06, 0.00, 0.00], [0.01, -0.02, 0.02], [0.00, 0.00, 0.00], [-0.04, 0.04, 0.02], [-0.02, -0.14, 0.08], [0.16, 0.22, -0.22], [-0.01, -0.15, -0.12], [0.00, 0.03, 0.02], [-0.02, 0.01, 0.03], [-0.01, 0.00, 0.00], [0.03, -0.01, 0.01], [0.04, -0.04, -0.02], [0.05, -0.03, -0.10], [-0.02, 0.09, 0.08], [-0.02, 0.00, 0.02], [0.03, -0.01, -0.02], [-0.06, 0.03, -0.02], [0.00, -0.07, 0.03], [-0.05, 0.01, -0.05], [0.00, -0.02, 0.02], [-0.01, -0.02, 0.02], [0.00, 0.00, -0.01], [0.04, -0.02, -0.02], [-0.01, -0.07, 0.07], [-0.15, 0.02, -0.18], [-0.02, 0.09, 0.02], [-0.01, 0.00, 0.00], [0.01, -0.03, 0.00], [-0.03, 0.04, -0.01], [0.03, 0.03, -0.04], [-0.05, 0.01, 0.07], [0.01, -0.05, 0.04], [0.05, 0.02, 0.01], [0.00, 0.00, -0.01], [0.00, -0.02, 0.00], [0.01, 0.04, -0.01], [0.00, -0.03, -0.07], [0.02, 0.05, 0.03], [0.00, 0.01, 0.01], [0.00, -0.03, -0.01], [0.00, -0.02, -0.01], [-0.03, -0.01, 0.01], [0.01, 0.00, 0.01], [0.03, 0.00, -0.01], [0.01, -0.04, 0.00], [-0.01, -0.01, 0.01], [-0.02, 0.00, 0.00], [-0.02, 0.00, 0.00], [-0.01, -0.02, -0.01], [0.00, -0.01, -0.01], [0.01, 0.02, 0.00], [0.01, -0.01, 0.03], [0.02, 0.00, 0.00], [-0.01, 0.01, 0.00], [0.01, 0.00, 0.02], [0.01, -0.01, -0.03], [0.00, -0.01, 0.01], [-0.01, -0.01, 0.02], [-0.02, -0.01, 0.00], [-0.01, 0.01, -0.02], [0.01, -0.01, -0.02], [-0.01, 0.00, 0.00], [-0.01, 0.01, 0.00], [0.00, 0.00, 0.00], [-0.01, -0.02, -0.02], [0.00, 0.00, 0.03], [0.00, -0.01, 0.01], [0.01, 0.01, -0.01], [-0.01, 0.00, -0.01], [-0.01, 0.02, 0.02], [0.00, 0.01, -0.02], [0.00, 0.00, -0.02], [-0.02, 0.09, -0.02], [0.02, 0.13, -0.04], [0.01, -0.01, -0.01], [0.01, 0.02, 0.01], [0.00, 0.02, 0.00], [-0.01, 0.00, -0.01], [0.01, 0.00, 0.02], [-0.15, -0.14, -0.08], [0.06, 0.05, 0.04], [0.04, 0.01, 0.10], [-0.02, 0.01, -0.03], [-0.02, -0.02, 0.02], [-0.01, 0.00, -0.01], [-0.01, 0.02, 0.00], [-0.02, -0.01, -0.08], [-0.02, -0.01, 0.02], [-0.02, 0.00, -0.01], [-0.01, 0.00, -0.03], [0.02, 0.00, -0.01], [-0.28, -0.16, 0.07], [0.12, 0.03, -0.01], [0.02, 0.33, -0.08]],
  "fmax_ev_per_a": 0.58,
  "total_energy_ev": -171065.3929,
  "e_homo_ev": -7.450,
  "molar_mass_g_mol": 1143.05,
  "orbital_gap_ev": 7.8,
  "e_above_lowest_kcal_mol": 15.2
}